Entry w
6
Properties=species:S:1:pos:R:3:lowdin_charge:R:1 method="wB97M-V/def2-TZVPD" e_homo_ev=-10.03
C -0.068 1.877 0.582 -0.656
S 1.368 1.525 1.092 0.821
H -0.786 3.390 0.126 0.275
N -1.153 1.241 1.271 -0.554
O -2.000 2.049 1.631 0.030
O -1.171 0.054 1.304 0.083

Entry x
6
Properties=species:S:1:pos:R:3:lowdin_charge:R:1 method="wB97M-V/def2-TZVPD" e_homo_ev="-11.04 / -9.36"
S 1.059 2.016 -0.289 0.841
O 0.133 -1.355 1.126 0.081
C 0.262 0.811 0.270 -0.570
N 0.297 -0.608 0.194 -0.533
H -2.102 0.078 -0.321 0.150
O 0.351 -0.943 -0.981 0.031

Entry y
6
Properties=species:S:1:pos:R:3:lowdin_charge:R:1 method="wB97M-V/def2-TZVPD" e_homo_ev=-10.15
C -0.290 0.579 0.038 -0.592
N 0.349 -0.737 -0.109 -0.481
O 1.520 -0.845 0.212 0.060
O -0.331 -1.697 -0.392 0.070
H -1.659 0.661 0.440 0.205
S 0.412 2.040 -0.188 0.737

Entry z
6
Properties=species:S:1:pos:R:3:lowdin_charge:R:1 method="wB97M-V/def2-TZVPD" e_homo_ev="-9.16 / -10.19"
O -0.743 -1.017 -1.170 0.079
H 2.038 0.511 0.343 0.163
C -0.081 0.664 0.092 -0.651
S -0.506 2.126 -0.095 0.821
O -0.279 -1.538 0.863 0.083
N -0.429 -0.747 -0.032 -0.494

Tell me which of them is the most stable. Sure, it is entry y.

Entry w
17
Properties=species:S:1:pos:R:3:lowdin_charge:R:1 method="wB97M-V/def2-TZVPD" smiles=CSC.NCO e_homo_ev=-8.55
H -2.973 -2.338 0.009 -0.019
H 1.374 -0.313 -0.538 0.069
C 2.877 0.591 -1.002 -0.377
O 2.172 -0.153 -0.021 -0.075
S -2.672 -1.262 2.057 0.699
H 3.605 1.250 -0.544 0.116
N 2.030 1.236 -1.931 0.009
H -2.143 -0.958 -0.607 0.075
H 1.350 1.861 -1.466 0.089
C -1.279 -0.018 2.063 -0.421
H 2.375 1.889 -2.606 0.068
H 3.237 -0.322 -1.390 0.100
H -3.900 -0.894 -0.245 0.040
H -1.798 0.832 2.534 0.008
H -0.920 0.428 1.015 0.068
H -0.401 -0.548 2.456 0.018
C -2.933 -1.281 0.217 -0.468

Entry x
17
Properties=species:S:1:pos:R:3:lowdin_charge:R:1 method="wB97M-V/def2-TZVPD" smiles=CSC.NCO e_homo_ev=-8.76
C -3.187 -0.482 0.739 -0.414
O 2.947 0.651 -0.582 -0.103
H -1.911 2.188 1.109 0.033
C -1.341 1.560 0.414 -0.424
H -3.535 -0.157 -0.249 0.031
H -0.285 1.964 0.451 0.035
H -3.387 -1.547 0.851 0.021
H -1.603 1.633 -0.639 0.027
N 2.892 -1.734 -0.929 0.010
H -3.673 0.120 1.558 0.045
H 1.771 -0.641 0.554 0.104
H 3.762 -1.933 -0.413 0.077
S -1.360 -0.215 0.914 0.680
H 2.380 1.352 -0.221 0.061
C 2.113 -0.548 -0.515 -0.324
H 3.199 -1.723 -1.864 0.038
H 1.217 -0.488 -1.177 0.105

Entry y
17
Properties=species:S:1:pos:R:3:lowdin_charge:R:1 method="wB97M-V/def2-TZVPD" smiles=CSC.NCO e_homo_ev=-8.33
H -2.925 1.136 2.842 0.028
H 0.676 -1.475 -3.316 0.133
H 3.386 -1.842 -2.125 0.115
S -1.633 1.362 0.781 0.751
H 2.634 -0.429 -1.601 0.099
H 0.502 2.043 1.837 0.041
C -0.548 1.841 2.095 -0.485
H -0.942 2.740 2.600 0.039
H 1.912 -0.467 -3.785 0.014
C -2.965 0.786 1.834 -0.452
N 1.747 -1.276 -3.320 0.009
H -3.092 -0.228 2.072 0.009
O 1.582 -1.930 -0.986 -0.084
H 1.676 -2.911 -1.067 0.093
H -3.924 0.859 1.285 0.043
C 2.379 -1.368 -2.063 -0.379
H -0.465 1.157 2.917 0.025

Entry z
17
Properties=species:S:1:pos:R:3:lowdin_charge:R:1 method="wB97M-V/def2-TZVPD" smiles=NCCCS.O e_homo_ev=-8.93
H 1.761 2.125 0.681 0.110
C -0.323 0.031 -1.117 -0.266
H -0.841 -0.187 -0.181 0.075
H 1.981 0.282 -1.057 0.106
H 0.265 -1.082 -3.002 0.073
C 0.025 -1.247 -1.945 -0.590
H 1.201 3.894 5.618 0.022
H 0.970 -1.661 -1.485 0.063
O 0.503 3.248 5.591 -0.053
H -0.816 0.849 -1.800 0.135
S -1.229 -2.567 -1.610 0.619
C 1.081 0.544 -0.480 -0.391
H 0.155 1.887 0.761 0.102
H 1.152 -0.315 0.304 0.118
N 0.943 1.800 0.053 -0.056
H 0.691 2.909 4.706 0.031
H -2.181 -2.185 -2.628 -0.095

Tell me which of them is the most stable. Sure, it is entry x.

Entry w
17
Properties=species:S:1:pos:R:3:lowdin_charge:R:1 method="wB97M-V/def2-TZVPD" smiles=CCS.NCO e_homo_ev=-9.09
H 2.053 -1.692 1.766 0.074
H 0.375 -0.320 0.230 0.023
H -2.085 0.258 -1.935 0.076
O -2.457 -0.755 0.305 -0.122
C 1.413 -0.567 0.018 -0.568
C -2.292 0.682 0.012 -0.319
H -1.558 0.853 0.793 0.108
H 2.587 1.948 -1.279 -0.155
H 1.358 -1.530 -0.490 0.082
H 2.196 0.061 1.969 0.072
N -1.822 0.994 -1.294 0.031
H -3.305 1.024 0.224 0.106
C 2.262 -0.754 1.247 -0.182
S 1.960 0.753 -1.147 0.636
H -0.813 1.078 -1.305 0.006
H 3.324 -0.829 0.998 0.069
H -3.197 -1.203 -0.112 0.062

Entry x
17
Properties=species:S:1:pos:R:3:lowdin_charge:R:1 method="wB97M-V/def2-TZVPD" smiles=NCCCS.O e_homo_ev=-9.02
H 1.116 0.068 0.437 0.083
H 1.227 -1.790 -0.333 0.001
C 0.394 0.823 0.768 -0.301
H 0.494 2.237 2.284 0.054
O 1.953 -2.255 -0.781 -0.061
C -0.998 0.382 0.310 -0.299
H -0.718 0.692 -1.921 0.070
H -0.272 -0.889 -1.330 0.055
H -1.464 -0.392 0.903 0.096
C -0.944 -0.038 -1.145 -0.567
H 2.710 -2.062 -0.215 0.039
H 0.652 1.685 0.106 0.118
S -2.609 -0.636 -1.609 0.693
H -2.210 -1.491 -2.547 -0.157
H -1.654 1.253 0.480 0.114
H 1.669 1.169 2.435 0.084
N 0.655 1.244 2.159 -0.022

Tell me which of them is the most stable. Sure, it is entry x.

Entry w
17
Properties=species:S:1:pos:R:3:lowdin_charge:R:1 method="wB97M-V/def2-TZVPD" charge=+1 e_homo_ev=-13.69
H 1.643 0.420 1.369 0.234
N 1.911 -1.138 -1.020 0.033
C -1.026 0.850 -0.658 -0.059
H 0.226 1.040 1.727 0.241
H -2.121 -1.169 -0.318 0.137
N 0.589 -1.404 -0.936 0.129
C -0.139 -0.879 0.861 -0.040
H -1.232 0.742 -1.789 0.159
N 0.623 0.362 0.979 0.074
H -0.262 -1.519 1.642 0.100
H -2.175 -0.001 0.979 0.080
C -1.530 -0.414 0.268 -0.074
H -1.507 1.685 -0.350 0.065
H 0.856 1.842 -0.654 0.175
C 0.519 0.817 -0.402 -0.294
N 1.020 -0.158 -1.352 -0.070
H 2.607 -1.077 -0.345 0.111

Entry x
17
Properties=species:S:1:pos:R:3:lowdin_charge:R:1 method="wB97M-V/def2-TZVPD" charge=+1 e_homo_ev=-13.37
N 0.246 -1.138 2.588 0.016
H -2.839 1.184 -0.376 0.166
H 0.011 -2.101 2.374 0.013
H 0.215 -1.842 -2.551 0.063
N 1.554 1.528 0.117 0.232
C 0.041 -0.074 -1.401 -0.130
N -0.861 1.546 0.342 0.139
C 0.304 1.243 -0.071 -0.204
H 1.957 2.269 0.651 0.139
N -1.320 0.010 -1.256 0.061
H -2.004 -0.469 -1.942 0.229
H 2.241 0.891 -0.288 0.145
C -1.782 0.878 -0.379 -0.059
H 0.559 -1.103 3.612 0.066
H -0.574 -0.676 2.568 -0.067
H 1.648 -1.069 -1.985 0.064
C 0.604 -1.077 -2.003 0.126

Tell me which of them is the most stable. Sure, it is entry x.

Entry w
17
Properties=species:S:1:pos:R:3:lowdin_charge:R:1 method="wB97M-V/def2-TZVPD" charge=+1 e_homo_ev=-13.82
H -1.291 -3.114 0.734 0.190
C 0.031 -1.370 0.219 -0.362
C 0.381 1.402 -0.841 -0.099
N 3.658 0.389 0.542 0.173
N -0.843 -2.156 0.801 0.208
H -0.213 -0.129 2.066 0.166
H -1.246 -1.677 1.596 0.114
H -0.699 1.709 -0.924 0.125
C 0.257 -0.181 0.973 -0.115
N 0.692 -1.490 -0.970 0.174
C 0.750 1.039 0.576 -0.128
H 0.680 -2.437 -1.455 0.176
H 0.826 2.288 -1.178 0.063
H 0.622 2.003 1.373 0.201
H 1.608 -1.232 -0.834 0.013
H 0.331 0.575 -1.504 0.051
N 2.777 -0.003 0.003 0.050

Entry x
17
Properties=species:S:1:pos:R:3:lowdin_charge:R:1 method="wB97M-V/def2-TZVPD" charge=+1 smiles="NCc1c[nH]c(=[NH2+])[nH]1" e_homo_ev=-12.59
H -0.232 1.771 -1.810 0.077
C -0.390 -1.296 -0.076 -0.030
H -2.674 0.376 -1.669 0.040
C -0.833 0.914 -1.758 -0.152
H 0.501 -2.272 1.553 0.184
H -2.469 1.305 -0.345 0.110
N 0.829 0.518 0.167 0.195
H 2.016 -0.785 2.853 0.156
H 2.694 0.597 1.851 0.146
H -1.105 -2.075 -0.211 0.137
N 1.989 -0.120 2.059 0.196
H -0.917 0.478 -2.803 0.142
H 1.244 1.422 0.174 0.173
N 0.461 -1.473 0.957 0.157
N -2.196 1.157 -1.344 -0.006
C 1.232 -0.425 1.031 -0.409
C -0.151 -0.092 -0.628 -0.116

Entry y
17
Properties=species:S:1:pos:R:3:lowdin_charge:R:1 method="wB97M-V/def2-TZVPD" charge=+1 e_homo_ev=-13.34
H 2.112 -1.640 -1.028 0.120
H 0.366 -2.310 -1.138 0.121
N 1.382 0.735 -0.195 0.055
H -2.060 2.808 -0.228 0.125
C -1.057 -0.085 -0.125 -0.212
N -1.181 2.327 -0.414 0.085
H 2.972 1.492 0.704 0.061
H -0.294 2.807 -0.327 0.110
H -2.353 -0.840 1.148 0.090
C -1.772 -1.253 0.353 -0.032
H 2.758 -0.123 1.205 0.098
H -2.373 -1.905 -0.263 0.100
C 1.050 -1.543 -0.772 0.151
C 2.410 0.655 0.565 0.086
N -1.451 1.068 -0.161 0.020
N 0.620 -0.406 -0.364 -0.068
H -1.127 -1.786 1.041 0.090

Tell me which of them is the most stable. Sure, it is entry x.